[1]
{"formula": "C4H7Cl", "method": "ωB97M-V/def2-TZVPD", "e_above_lowest_ev": 0.695, "homo_ev": -9.1682, "e_tot_ev": -16782.677, "smiles": "CC/C=C/Cl", "species": ["H", "H", "C", "H", "Cl", "H", "C", "C", "H", "H", "C", "H"], "positions_angstrom": [[-1.049, -0.526, 1.261], [-0.856, 1.682, -0.142], [-1.113, 0.693, -0.577], [-1.193, -1.368, -0.364], [3.212, 0.013, 0.727], [1.363, 1.036, 0.067], [0.714, -0.820, 0.288], [1.592, 0.151, 0.343], [0.913, -1.855, 0.520], [-0.633, 0.751, -1.582], [-0.718, -0.523, 0.183], [-2.230, 0.766, -0.725]], "forces_ev_per_a": [[-0.328, 0.007, -1.104], [0.045, -0.669, 0.246], [-0.997, 2.260, -0.983], [0.072, 0.268, 0.726], [1.783, -0.399, 0.392], [-1.693, 6.101, -1.558], [0.236, -0.415, 0.606], [0.812, -5.237, 0.821], [0.552, -0.063, 0.110], [-0.386, -0.421, 0.542], [-1.209, -1.128, 0.115], [1.113, -0.304, 0.088]]}

***

[2]
{"formula": "C4H7Cl", "method": "ωB97M-V/def2-TZVPD", "e_above_lowest_ev": 1.177, "homo_ev": -9.5281, "e_tot_ev": -16782.195, "smiles": "C=C[C@H](C)Cl", "species": ["Cl", "H", "H", "H", "H", "H", "C", "H", "C", "H", "C", "C"], "positions_angstrom": [[0.695, -1.844, -0.041], [1.660, 1.704, -0.052], [-3.194, -0.169, -0.120], [0.526, -0.046, 1.478], [-2.009, -1.596, -0.343], [2.473, 0.098, 0.264], [1.695, 0.639, -0.269], [-1.094, 1.254, 0.257], [-2.078, -0.515, -0.224], [1.704, 0.521, -1.339], [0.554, -0.237, 0.290], [-0.934, 0.192, 0.100]], "forces_ev_per_a": [[0.916, -3.401, -0.710], [-0.197, -0.136, 0.447], [2.631, -0.048, -0.394], [0.664, -0.717, -2.245], [0.077, 0.176, -0.220], [1.035, 0.722, -0.638], [-1.036, -1.301, 0.467], [0.197, 0.137, 0.197], [0.667, 0.546, 1.463], [0.466, -0.199, -0.422], [-3.410, 4.394, 3.469], [-2.010, -0.173, -1.414]]}

***

[3]
{"formula": "C4H7Cl2N4", "method": "ωB97M-V/def2-TZVPD", "e_above_lowest_ev": 0.000, "homo_ev": -14.1197, "total_charge": 1, "e_tot_ev": -35257.765, "smiles": "N[C@]1([NH3+])C(Cl)=NC=N[C@H]1Cl", "species": ["C", "H", "H", "Cl", "N", "N", "C", "H", "N", "C", "C", "H", "N", "Cl", "H", "H", "H"], "positions_angstrom": [[2.407, 0.035, -0.356], [3.459, 0.204, -0.558], [-1.669, -1.327, 0.859], [-0.065, -2.119, 1.970], [1.682, 0.618, -1.212], [-0.490, 1.391, 0.927], [0.675, -0.833, 0.928], [-2.345, 0.034, -0.228], [1.920, -0.698, 0.723], [0.304, 0.456, -1.197], [-0.318, 0.158, 0.240], [-1.699, -1.042, -0.847], [-1.597, -0.526, 0.104], [-0.190, -1.022, -2.352], [-0.629, 1.380, 1.913], [-0.183, 1.397, -1.393], [-1.262, 1.894, 0.479]], "forces_ev_per_a": [[-0.290, 1.544, -0.230], [0.233, -0.575, 0.968], [-0.682, 1.977, -1.104], [0.970, 1.147, -0.689], [-0.024, -0.369, -1.313], [-0.017, 0.316, -1.316], [1.009, 1.110, -0.450], [-1.585, 1.534, 1.549], [-1.375, -2.066, 0.946], [-1.089, -0.998, 1.329], [1.135, -1.028, 0.179], [1.620, -0.303, 1.253], [-0.790, -4.140, -1.670], [0.574, 1.788, 0.764], [0.023, -0.317, 0.769], [-0.244, 0.139, -1.362], [0.534, 0.242, 0.379]]}

***

[4]
{"formula": "C4H7Cl3O", "method": "ωB97M-V/def2-TZVPD", "e_above_lowest_ev": 1.571, "homo_ev": -8.2738, "e_tot_ev": -43874.453, "species": ["H", "C", "O", "C", "C", "H", "H", "H", "Cl", "H", "C", "Cl", "H", "Cl", "H"], "positions_angstrom": [[-0.208, -0.633, 2.147], [0.176, -1.250, -1.490], [-0.052, 0.338, 2.145], [0.438, 0.615, 0.978], [-0.661, -0.979, -0.294], [1.215, -1.296, -1.178], [0.113, -0.406, -2.261], [-0.081, -2.235, -1.944], [2.055, -0.062, 0.697], [0.173, 1.738, -0.735], [0.058, 1.910, 0.337], [-2.268, -0.362, -0.598], [0.715, 2.726, 0.610], [-0.692, -2.181, 1.020], [-0.980, 2.080, 0.568]], "forces_ev_per_a": [[0.027, -0.163, 0.535], [-0.165, -0.204, -1.119], [-0.361, 0.280, 1.181], [-1.122, -2.008, -2.746], [1.043, 2.526, 1.924], [0.077, -0.173, -0.006], [-0.247, -1.220, 1.121], [0.103, 0.753, -0.015], [0.288, 0.716, 0.260], [-0.095, 0.316, -0.022], [0.730, -0.959, -0.550], [-0.012, -0.104, -0.116], [0.004, 0.263, 0.312], [-0.015, -0.320, -0.862], [-0.257, 0.297, 0.103]]}

***

[5]
{"formula": "C4H7Cl3Si", "method": "ωB97M-V/def2-TZVPD", "e_above_lowest_ev": 6.868, "homo_ev": -9.5868, "e_tot_ev": -49702.727, "species": ["H", "Cl", "H", "Si", "H", "H", "Cl", "C", "H", "H", "C", "H", "C", "Cl", "C"], "positions_angstrom": [[1.653, -0.891, -1.571], [1.041, -2.716, 1.756], [0.966, -0.555, 2.807], [0.884, 0.149, -0.681], [-0.842, -1.629, 2.619], [1.981, 1.012, -0.176], [-1.241, 1.131, -2.832], [-0.426, -0.252, 0.602], [-2.411, -0.414, 1.452], [-2.444, 0.329, 0.065], [0.342, 1.503, -2.006], [0.540, 2.490, -1.651], [-1.724, -0.057, 0.723], [1.476, 1.136, -3.354], [0.204, -1.235, 2.248]], "forces_ev_per_a": [[-1.241, 0.467, 1.203], [0.208, 0.163, -0.084], [-2.034, -1.276, -0.675], [0.606, 0.616, -1.316], [2.375, 1.561, -0.084], [-0.034, -0.321, 0.587], [-0.032, 0.782, 1.073], [1.277, -1.906, 3.200], [0.487, -0.671, 1.735], [0.071, 1.207, -2.038], [-0.160, -2.965, -0.887], [-0.602, 0.814, -0.171], [-0.141, -0.508, -0.232], [0.770, 0.667, 0.136], [-1.551, 1.369, -2.446]]}

***

[6]
{"formula": "C4H7ClFN", "method": "ωB97M-V/def2-TZVPD", "e_above_lowest_ev": 3.405, "homo_ev": -8.8094, "e_tot_ev": -20987.413, "smiles": "F[C@@H](Cl)[C@@H]1CCN1", "species": ["C", "C", "C", "H", "H", "H", "Cl", "H", "H", "C", "N", "F", "H", "H"], "positions_angstrom": [[0.209, -0.519, -0.303], [1.207, 0.470, -1.014], [-1.293, -0.110, -0.168], [1.380, -0.677, 1.743], [0.283, -1.582, -0.753], [-1.386, 0.144, 2.208], [0.473, 0.256, -2.722], [-0.594, 1.487, 1.473], [1.396, 1.600, -0.843], [-0.851, 0.364, 1.315], [0.322, -0.559, 1.132], [2.390, 0.104, -0.850], [-1.847, 0.375, -1.084], [-1.689, -1.353, -0.134]], "forces_ev_per_a": [[0.684, -0.575, -0.178], [-5.163, 2.334, -0.614], [-0.297, -3.508, -0.407], [-4.449, 1.143, -2.607], [0.663, 1.956, 0.138], [-1.050, -0.592, 0.338], [1.111, 0.514, -0.216], [-0.237, -1.516, -0.966], [-2.250, -1.292, -0.088], [1.395, 1.103, -0.542], [2.739, -0.241, 2.406], [5.393, -3.041, -0.062], [1.195, -0.343, 2.418], [0.266, 4.058, 0.379]]}

***

[7]
{"formula": "C4H7ClN2", "method": "ωB97M-V/def2-TZVPD", "e_above_lowest_ev": 2.293, "homo_ev": -7.8746, "e_tot_ev": -19762.440, "smiles": "[H]/N=C(\\C)N/C=C/Cl", "species": ["C", "C", "H", "H", "H", "H", "H", "H", "N", "N", "C", "C", "H", "Cl"], "positions_angstrom": [[2.384, -0.186, 0.391], [1.537, 0.790, -0.013], [-0.213, 1.662, -0.563], [-2.288, 0.875, 0.971], [-2.780, -0.795, 0.531], [-2.792, 0.343, -0.873], [2.152, -1.196, 0.753], [2.089, 1.640, -0.545], [0.141, 0.787, -0.096], [-0.278, -1.432, -0.174], [-2.242, 0.087, 0.125], [-0.746, -0.294, -0.112], [-0.895, -2.293, -0.344], [3.929, 0.010, -0.053]], "forces_ev_per_a": [[-4.006, -0.268, 0.124], [1.038, -0.583, -1.031], [0.293, -1.476, 1.122], [-0.092, -0.903, -1.825], [0.511, 0.399, -0.343], [1.035, 0.075, 1.942], [-0.329, 0.862, -0.041], [-1.334, -0.975, 0.953], [-0.483, 2.499, -0.490], [0.442, -4.168, -1.016], [-0.264, 0.378, -0.356], [-1.618, 1.631, 0.600], [0.690, 2.218, 0.910], [4.117, 0.311, -0.549]]}

***

[8]
{"formula": "C4H7ClN2", "method": "ωB97M-V/def2-TZVPD", "e_above_lowest_ev": 3.233, "homo_ev": -9.6922, "e_tot_ev": -19761.500, "smiles": "CC(C)N(Cl)C#N", "species": ["H", "H", "H", "Cl", "H", "N", "H", "H", "C", "C", "N", "C", "C", "H"], "positions_angstrom": [[-1.873, 0.459, 0.994], [-0.106, 1.657, -0.146], [0.214, -0.934, 1.560], [2.050, 1.334, -1.590], [1.681, -0.009, 1.055], [0.707, -2.131, -1.834], [-1.360, -1.158, 0.404], [-2.221, 0.185, -0.843], [-0.086, 0.540, -0.075], [-1.475, -0.056, 0.039], [0.672, 0.241, -1.259], [0.686, -1.018, -1.578], [0.625, 0.114, 1.233], [0.488, 0.774, 2.042]], "forces_ev_per_a": [[0.312, -0.701, -1.580], [-0.473, -0.771, 0.496], [0.893, 1.873, -0.525], [-1.204, -1.490, 0.337], [0.466, 0.038, 0.058], [-0.183, -1.651, -0.431], [-0.653, 1.743, -1.440], [1.598, -0.891, 1.744], [0.227, 2.191, 1.837], [-1.677, -0.064, 0.559], [0.035, 1.550, -0.598], [1.351, -0.104, -0.557], [-0.380, -2.651, -0.762], [-0.311, 0.930, 0.861]]}

***

Lowest unoccupied orbital energy across the listed records, respectively: 1.046, 0.942, -5.047, 0.618, 0.674, 0.959, 0.770, -0.556 eV.